Formula: C6H14N2O2
Source: the Open Molecules 2025 dataset
Level of theory: ωB97M-V with the def2-TZVPD basis set

XYZ file:
```
24
Properties=species:S:1:pos:R:3:forces:R:3:nbo_charge:R:1
C 0.978 2.219 1.596 -0.60 -1.14 -0.07 -0.418
N 0.145 1.515 2.592 -0.27 -0.91 -2.86 -0.637
C -0.762 0.593 2.082 0.14 0.14 5.28 0.682
C -1.511 -0.181 3.131 -1.62 -1.09 2.31 -0.731
O -0.995 0.347 0.971 0.17 -0.23 -5.48 -0.606
H 0.370 2.885 0.953 0.50 -0.14 0.44 0.204
H 1.808 2.696 2.089 0.07 0.46 0.11 0.210
H 1.402 1.413 0.960 -0.21 0.65 0.15 0.210
H 0.027 1.788 3.525 0.11 0.52 1.13 0.398
H -2.480 -0.730 2.859 1.79 0.71 -0.56 0.242
H -0.905 -0.895 3.756 -0.25 0.69 -0.88 0.235
H -1.923 0.516 3.863 0.23 0.28 0.30 0.215
C -0.619 0.392 -3.170 -0.01 2.67 1.23 -0.405
N -0.216 -0.712 -2.400 -0.24 -0.89 4.56 -0.635
C 0.697 -1.683 -2.735 -1.01 2.53 2.12 0.671
C 1.164 -2.391 -1.487 1.89 -3.00 -0.16 -0.726
O 1.174 -1.687 -3.823 0.97 -1.26 -2.08 -0.601
H 0.237 1.071 -3.363 -0.31 -0.13 0.01 0.179
H -1.037 0.187 -4.124 -0.62 -0.58 -0.69 0.210
H -1.349 0.963 -2.490 0.85 -0.69 -1.43 0.205
H -0.227 -0.498 -1.315 -0.35 -0.76 -3.10 0.402
H 0.466 -3.055 -0.923 0.06 0.64 -0.86 0.239
H 2.053 -3.089 -1.797 -1.52 1.43 0.69 0.235
H 1.503 -1.665 -0.751 0.23 0.09 -0.15 0.225
```
Positions in Å, forces in eV/Å.

Computed properties:
E_LUMO	0.0218	hartree
energy relative to the best compared isomer or geometry (same formula, charge and spin)	41.6	kcal/mol
2S+1	1
gap between HOMO and LUMO	9.6	eV
highest occupied orbital energy	-9.0	eV
charge	0
structure (SMILES)	CNC(C)=O.CNC(C)=O

***

Formula: C20H30N5O3PSTl
Source: the Open Molecules 2025 dataset
Level of theory: ωB97M-V with the def2-TZVPD basis set

XYZ file:
```
61
Properties=species:S:1:pos:R:3:forces:R:3:lowdin_charge:R:1
Tl -0.017 1.307 0.797 0.55 0.28 -0.63 0.903
C 3.250 0.500 -4.279 -0.01 -0.13 0.07 -0.059
C 2.886 -0.908 -3.817 -0.03 0.26 -0.26 -0.186
N 2.709 -1.023 -2.367 -0.19 0.11 0.03 -0.112
C 3.779 -1.662 -1.607 0.26 0.08 0.23 -0.242
C 4.895 -0.693 -1.230 -0.10 -0.07 -0.03 -0.061
C 1.599 -0.522 -1.815 0.02 -0.09 0.37 -0.667
S 1.388 -0.808 -0.085 -0.46 0.74 0.58 0.659
N 0.704 -0.002 -2.614 -0.13 -0.06 -0.58 0.115
C -0.252 0.895 -2.451 0.49 -0.20 0.09 -0.426
O -0.374 1.671 -1.461 -0.31 0.21 0.75 -0.163
C -1.143 1.116 -3.617 -0.14 0.17 -0.05 -0.138
C -2.269 1.925 -3.473 0.04 -0.01 0.03 -0.017
C -3.020 2.273 -4.582 -0.04 -0.01 -0.01 -0.066
C -2.650 1.821 -5.841 -0.01 -0.02 -0.01 -0.068
C -1.547 0.991 -5.987 -0.03 -0.02 -0.02 -0.065
C -0.798 0.635 -4.879 0.01 0.01 0.10 -0.017
H 3.303 0.518 -5.367 0.03 0.03 -0.02 0.083
H 4.215 0.809 -3.882 0.02 0.03 -0.01 0.067
H 2.493 1.214 -3.961 0.00 0.03 -0.03 0.069
H 3.668 -1.607 -4.109 -0.05 -0.06 0.08 0.122
H 1.950 -1.213 -4.287 0.06 -0.06 0.01 0.110
H 4.184 -2.470 -2.217 -0.13 -0.02 -0.01 0.123
H 3.362 -2.102 -0.705 0.01 -0.09 -0.09 0.062
H 5.376 -0.274 -2.112 0.01 0.01 -0.02 0.069
H 5.651 -1.221 -0.650 0.04 0.01 0.01 0.082
H 4.502 0.123 -0.624 0.00 0.03 0.01 0.072
H -2.539 2.291 -2.492 0.04 0.03 0.00 0.114
H -3.887 2.910 -4.470 -0.01 0.00 0.01 0.108
H -3.218 2.123 -6.711 -0.03 -0.03 0.00 0.109
H -1.264 0.636 -6.968 0.01 -0.01 -0.01 0.108
H 0.075 0.008 -4.979 0.03 0.00 -0.03 0.097
C 1.068 4.154 4.159 0.08 0.37 0.07 0.027
O 0.659 3.149 3.176 0.04 -0.34 0.57 -0.099
C 0.507 3.538 1.959 -0.39 -1.35 -0.94 -0.501
O 0.589 4.548 1.382 0.01 0.16 -0.07 0.174
H 1.123 3.626 5.104 -0.02 -0.06 -0.06 0.102
H 0.329 4.950 4.199 -0.03 -0.05 -0.04 0.108
H 2.038 4.559 3.883 -0.01 -0.05 -0.04 0.108
C -2.668 -3.218 3.486 0.08 0.13 -0.01 -0.170
N -1.273 -2.956 3.164 0.10 -0.37 -0.04 -0.153
C -0.609 -2.358 4.314 -0.13 0.05 -0.06 -0.171
N -1.281 -1.150 4.787 0.18 0.12 0.33 -0.154
C -2.678 -1.448 5.072 0.08 0.01 -0.15 -0.173
N -3.363 -2.009 3.914 -0.32 -0.20 0.19 -0.152
C -3.567 -1.063 2.851 -0.03 0.33 -0.38 -0.298
P -1.908 -0.446 2.159 0.55 -0.29 0.50 0.969
C -1.137 -2.152 1.967 -0.11 0.24 -0.06 -0.339
C -1.153 -0.059 3.842 -0.08 0.01 -0.24 -0.347
H -2.704 -3.943 4.301 -0.03 0.01 -0.02 0.135
H -3.172 -3.638 2.614 0.01 -0.02 0.03 0.133
H 0.418 -2.108 4.043 0.01 -0.06 0.06 0.133
H -0.600 -3.087 5.126 0.02 0.02 -0.01 0.135
H -3.188 -0.536 5.390 0.00 -0.03 0.02 0.132
H -2.717 -2.178 5.882 -0.03 0.02 -0.01 0.135
H -4.138 -0.207 3.218 0.00 -0.01 -0.07 0.095
H -4.122 -1.532 2.037 -0.01 0.07 0.01 0.096
H -0.081 -2.049 1.718 -0.06 -0.01 -0.05 0.019
H -1.633 -2.656 1.134 0.10 0.03 -0.05 0.100
H -1.653 0.825 4.249 0.09 0.04 -0.06 0.094
H -0.092 0.179 3.715 -0.04 0.05 0.02 0.074
```
Positions in Å, forces in eV/Å.

Computed properties:
E_LUMO	-0.1745	hartree
2S+1	1
gap between HOMO and LUMO	6.4	eV
highest occupied orbital energy	-11.1	eV
charge	+1

***

Formula: C2H7N2O3
Source: the Open Molecules 2025 dataset
Level of theory: ωB97M-V with the def2-TZVPD basis set

XYZ file:
```
14
Properties=species:S:1:pos:R:3:forces:R:3:nbo_charge:R:1
C -0.040 -0.432 0.185 1.82 -1.45 -0.35 0.538
C -2.085 0.713 0.022 -1.65 0.94 3.59 -0.452
N 3.247 0.442 -0.333 0.41 -2.23 -0.03 -0.197
N -1.524 -0.629 0.290 2.17 3.28 1.32 -0.548
O 0.589 -1.030 -0.858 -0.76 1.41 -2.93 -0.236
O 0.682 -1.574 0.429 -0.02 -0.76 2.99 -0.240
O 2.453 1.052 0.345 -2.18 0.74 1.76 -0.264
H -2.670 0.919 -0.792 -1.05 -0.85 -2.88 0.253
H -2.886 0.801 0.824 1.38 0.80 -0.57 0.238
H -1.306 1.468 -0.002 0.03 -0.07 0.74 0.256
H 3.346 -0.609 -0.167 0.30 1.72 -0.62 0.380
H 3.758 1.036 -0.956 0.93 -0.42 -0.99 0.380
H -1.909 -1.306 -0.259 -1.08 -2.90 -2.22 0.441
H -1.656 -0.851 1.272 -0.30 -0.20 0.17 0.451
```
Positions in Å, forces in eV/Å.

Computed properties:
E_LUMO (spin up / spin down)	-0.2510 / -0.1385	hartree
energy relative to the best compared isomer or geometry (same formula, charge and spin)	217.4	kcal/mol
2S+1	1
gap between HOMO and LUMO (spin up / spin down)	5.2 / 10.9	eV
highest occupied orbital energy (spin up / spin down)	-12.0 / -14.7	eV
charge	+1